1.
# C4H6OS3

A structure of composition C4H6OS3 (ωB97M-V/def2-TZVPD, the Open Molecules 2025 dataset).

Results
Molar mass in g mol⁻¹: 166.29
Relative energy (zero: lowest compared OMol25 entry of this formula, charge and spin) in kJ/mol: 470.0
Electronic energy in Eh: -1425.62496
Kohn-Sham gap in eV: 7.377
Highest occupied orbital energy in Eh: -0.3335
Strongest force on any atom in eV/Å: 10.59

ORCA input file:
```
! RIJCOSX wB97M-V def2-TZVPD def2/J DEFGRID3
* xyz 0 1
C -0.88992 -1.72498 -0.96793
C 0.08401 -0.54344 -0.62962
C 0.29819 1.76489 1.05607
C 1.76217 1.79736 0.36036
H -2.33584 -1.82635 1.09407
H -0.43439 -2.32101 -1.72903
H -2.00956 -1.34573 -1.03448
H 1.03071 -0.66311 0.14387
H 0.40843 -0.12376 -1.58418
H 2.61452 1.91349 1.22764
O 1.71846 2.03854 -1.09247
S -1.08785 -2.59737 0.78991
S -0.83770 0.70600 0.34065
S -0.32123 2.92548 2.02515
*
```

***

2.
# C7H16NO

The ion C7H16NO with charge +1 (ωB97M-V/def2-TZVPD, the Open Molecules 2025 dataset).

Results
Molar mass in g mol⁻¹: 130.21
Structure (SMILES): C[C@]1(CCO)CCC[NH2+]1
Relative energy (zero: lowest compared OMol25 entry of this formula, charge and spin) in kJ/mol: 0.0
Electronic energy in Eh: -406.07440
Kohn-Sham gap in eV: 11.058
Highest occupied orbital energy in Eh: -0.5207
Strongest force on any atom in eV/Å: 0.14

ORCA input file:
```
! RIJCOSX wB97M-V def2-TZVPD def2/J DEFGRID3
* xyz 1 1
C -0.19847 2.17491 0.06298
C -0.24037 0.67346 -0.15615
C 1.09212 0.13176 -0.69997
C 2.19627 -0.21270 0.30313
O 3.29418 -0.81140 -0.33319
C -1.43722 0.18772 -0.97122
C -1.60601 -1.28402 -0.58078
C -1.17835 -1.35606 0.89126
N -0.58048 0.00536 1.18532
H -0.06855 2.66879 -0.89901
H -1.12635 2.55145 0.49997
H 0.63569 2.47435 0.70006
H 1.48258 0.90693 -1.36066
H 0.91754 -0.74073 -1.33396
H 1.83444 -0.85403 1.12394
H 2.59181 0.69371 0.76568
H 3.06095 -1.68231 -0.66800
H -1.27946 0.32018 -2.03982
H -2.31643 0.77605 -0.69437
H -0.96765 -1.91834 -1.19262
H -2.62720 -1.62843 -0.72288
H -0.41756 -2.10774 1.08440
H -2.00205 -1.50928 1.58320
H -1.28397 0.58457 1.64392
H 0.22454 -0.04421 1.80879
*
```

***

3.
# C2H3NOS2

An isolated molecule of C2H3NOS2 (ωB97M-V/def2-TZVPD, the Open Molecules 2025 dataset).

Results
Molar mass in g mol⁻¹: 121.19
Structure (SMILES): ON(C=S)C=S
Relative energy (zero: lowest compared OMol25 entry of this formula, charge and spin) in kJ/mol: 419.7
Electronic energy in Eh: -1004.22769
Kohn-Sham gap in eV: 8.272
Highest occupied orbital energy in Eh: -0.3395
Strongest force on any atom in eV/Å: 4.87

ORCA input file:
```
! RIJCOSX wB97M-V def2-TZVPD def2/J DEFGRID3
* xyz 0 1
C 1.23354 -0.68362 -0.00361
C -1.16224 -0.59374 -0.17515
H -0.93116 1.70135 0.50022
H 0.59946 -1.75396 -0.09905
H -0.81316 -1.59648 0.02472
N 0.03066 0.07563 -0.23210
O 0.08567 1.48472 -0.10109
S 2.68321 -0.08268 0.09030
S -2.69464 -0.11069 0.10221
*
```

***

4.
# C4H7Br2FIN4OP

An isolated molecule of C4H7Br2FIN4OP (ωB97M-V/def2-TZVPD, the Open Molecules 2025 dataset).

Results
Molar mass in g mol⁻¹: 463.81
Electronic energy in Eh: -6337.53076
Kohn-Sham gap in eV: 3.552
Highest occupied orbital energy in Eh: -0.2017
Strongest force on any atom in eV/Å: 5.91

ORCA input file:
```
! RIJCOSX wB97M-V def2-TZVPD def2/J DEFGRID3
* xyz 0 1
N 3.03553 -0.53742 -0.05249
C 1.77175 0.22023 -0.39494
N 1.47794 1.33995 -1.36868
Br 2.86410 1.98900 -2.46415
N 0.13838 1.79226 -1.35482
C -0.54061 0.92783 -0.31255
P -2.35327 0.91067 0.33949
O -3.51131 0.72671 -0.95564
I -2.62569 3.20006 1.32449
N 0.44253 -0.06412 0.26867
C 0.24709 -1.17105 1.31349
C -0.02462 -2.55601 0.41660
F -1.43232 -2.50667 -0.11746
H 3.86239 0.02914 -0.37745
H 3.09045 -0.51468 0.99649
H -3.45179 -0.17800 -1.38788
H 1.16099 -1.27693 2.03877
H -0.72758 -0.91407 1.92625
H 0.67639 -2.42856 -0.54127
H 0.21097 -3.53417 1.01442
Br -4.31131 4.54583 -0.31131
*
```

***

5.
# C5H10NO

The ion C5H10NO with charge +1 (ωB97M-V/def2-TZVPD, the Open Molecules 2025 dataset).

Results
Molar mass in g mol⁻¹: 100.14
Structure (SMILES): CC(C)([NH3+])C#CO
Relative energy (zero: lowest compared OMol25 entry of this formula, charge and spin) in kJ/mol: 359.4
Electronic energy in Eh: -326.14493
Kohn-Sham gap in eV: 10.292
Highest occupied orbital energy in Eh: -0.5047
Strongest force on any atom in eV/Å: 5.45

ORCA input file:
```
! RIJCOSX wB97M-V def2-TZVPD def2/J DEFGRID3
* xyz 1 1
C 0.20968 0.54431 -1.02626
C 0.79647 1.07994 -1.94185
C 1.03323 -0.49046 1.21654
C -0.83825 -1.56200 -0.04173
C -0.08561 -0.23181 0.16407
N -0.91236 0.82053 1.01135
O 1.16366 1.79181 -2.93282
H 0.62770 -0.91811 2.04460
H 1.65194 -1.26646 0.75736
H 1.71118 0.45109 1.36631
H -1.40750 -1.62672 0.79679
H -1.31747 -1.42285 -1.02765
H -0.15092 -2.41912 -0.13737
H -1.52571 1.34920 0.45888
H -0.27460 1.60314 1.32983
H -1.44423 0.32268 1.74245
H 0.76280 1.97483 -3.78049
*
```